Formula: C6H12N3O
Source: OMol25
Level of theory: ωB97M-V/def2-TZVPD

Properties
relative energy (zero: lowest compared OMol25 entry of this formula, charge and spin): 2.978 eV
charge: +1
energy: -12926.53900 eV
orbital gap: 7.69 eV
max |F|: 0.087 hartree/bohr

CARTESIAN COORDINATES (ANGSTROEM)
C -1.0375 -1.6054 -0.2567
C -1.4393 0.4611 0.9322
C -1.9331 -0.5732 0.2353
C 0.3700 -1.6205 -0.2458
C 0.0113 0.7285 0.8717
C 0.8976 -0.3549 0.3839
N 1.2552 -2.5269 -0.7961
N 2.1900 -0.2060 0.5711
N 0.4036 2.7400 -0.8895
O -3.1921 -0.9178 0.1919
H -1.5138 -2.5082 -0.5648
H -2.1290 1.1748 1.2980
H 0.2237 1.3801 -0.0182
H 0.3214 1.3304 1.7358
H 0.8622 -3.4357 -1.1452
H 2.0153 -2.1903 -1.3510
H 2.9741 -0.8959 0.4811
H 2.3149 0.4165 1.3281
H 0.8487 3.3582 -0.2686
H -0.4317 3.2401 -1.2972
H 0.8531 2.3176 -1.6237
H -3.8646 -0.3125 0.4277